C19H18BF3O2 | ωB97M-V/def2-TZVPD

Structure (XYZ):
```
43
Properties=species:S:1:pos:R:3:forces:R:3:lowdin_charge:R:1
C -0.6864 1.7136 -5.8428 -0.39 -0.49 1.22 -0.04
O -1.5023 2.0509 -4.6775 -0.32 -0.12 -1.03 -0.09
C -1.5831 1.1979 -3.6299 2.34 -0.61 0.73 -0.27
C -2.3362 1.5968 -2.5067 -0.16 0.71 -1.57 -0.01
C -2.1185 1.0328 -1.2864 0.16 -0.68 0.47 -0.07
C -1.1140 0.0636 -1.0628 -0.83 0.89 -0.10 -0.16
C -0.7376 -0.1259 0.4260 -0.20 -1.29 -0.43 -0.15
C 0.1285 -1.4010 0.6157 0.17 0.17 0.90 -0.17
C -0.2327 -2.3876 1.5617 0.37 0.27 -0.19 -0.02
C 0.6967 -3.3372 1.9995 0.07 0.17 -0.53 -0.03
C 1.9986 -3.3501 1.4584 0.03 0.75 0.53 -0.28
C 3.0694 -4.2116 2.0530 0.37 -0.52 0.05 -0.06
C 2.3301 -2.4470 0.4445 -0.41 0.04 -0.16 -0.04
C 1.3882 -1.5204 0.0041 -0.38 0.36 0.14 -0.06
C -0.5234 -0.4886 -2.2181 -0.20 0.10 0.75 -0.03
C -0.6899 0.0891 -3.4816 -0.99 0.85 0.18 0.00
H -0.8854 2.4846 -6.5749 -0.06 0.08 -0.01 0.09
H 0.3804 1.7190 -5.5626 -0.37 -0.04 -0.12 0.10
H -0.9787 0.7237 -6.2349 0.16 0.41 0.11 0.10
H -2.9926 2.4688 -2.6121 0.07 -0.52 -0.02 0.13
H -2.7855 1.3340 -0.4758 0.47 0.11 0.05 0.13
H -1.6429 -0.1940 1.0442 0.03 -0.34 -0.28 0.15
H -1.2403 -2.4036 1.9763 0.25 0.22 0.07 0.12
H 0.4162 -4.0403 2.7995 0.20 0.34 -0.50 0.12
H 4.0626 -4.0026 1.6123 -0.56 -0.17 0.11 0.08
H 3.1762 -4.0929 3.1442 -0.23 0.07 -0.40 0.09
H 2.7983 -5.2564 1.8635 0.33 -0.01 0.11 0.08
H 3.3379 -2.4069 0.0068 -0.50 -0.26 0.27 0.12
H 1.6271 -0.8615 -0.8328 0.22 0.05 0.48 0.11
H 0.0593 -1.4026 -2.1376 0.22 0.39 0.01 0.11
H -0.0391 -0.2461 -4.2901 -0.47 0.00 0.13 0.10
C -0.0309 1.1682 0.9538 1.32 0.99 0.83 -0.14
C -0.6840 2.5142 0.9474 -0.79 0.44 -1.08 0.05
C -0.8972 3.0338 2.1888 -0.53 1.15 -2.52 0.04
C -0.3065 2.1755 3.0997 1.79 -2.81 -0.68 0.03
B -0.1224 2.3258 4.7380 0.28 -0.23 -0.11 -1.06
F -1.0435 3.2895 5.1041 -0.24 0.25 0.23 0.13
F -0.4036 1.0767 5.2750 0.20 0.17 0.20 0.14
F 1.1949 2.7723 4.9150 -0.30 -0.26 0.10 0.12
O 0.2432 1.1384 2.4411 -0.56 -0.13 0.20 0.08
H 0.9435 1.1741 0.3599 -0.80 0.40 1.23 0.19
H -0.9249 3.0229 0.0048 0.00 -0.29 0.51 0.13
H -1.3494 4.0101 2.3890 0.24 -0.62 0.12 0.15
```
Forces are in eV/Å.

Summary:
lowest unoccupied orbital energy	-1.423	eV
multiplicity	1
DFT total energy	-32920.9467	eV
molar mass	346.2	g/mol
highest occupied orbital energy	-8.906	eV
HOMO-LUMO gap	7.48	eV

***

C19H18BaNO9 | ωB97M-V/def2-TZVPD

Structure (XYZ):
```
48
Properties=species:S:1:pos:R:3:forces:R:3:lowdin_charge:R:1
Ba -9.8610 -33.4960 3.8436 0.92 1.94 -2.94 1.86
C -4.9761 -32.3066 3.0839 0.55 -0.04 0.11 -0.11
C -6.3596 -32.5458 3.6896 -1.03 -0.96 -0.04 -0.72
C -6.7473 -31.4172 4.6791 0.37 1.15 -0.32 -0.10
O -7.2999 -32.8997 2.7633 -0.29 0.08 1.37 -0.40
H -4.7620 -33.0978 2.3631 -0.09 -0.13 0.09 0.06
H -4.2330 -32.3665 3.8933 0.17 0.13 -0.12 0.05
H -4.8286 -31.3663 2.5435 -0.38 0.15 0.14 0.06
H -6.1765 -33.3917 4.4069 0.22 -0.44 0.10 0.08
H -7.8104 -31.2981 4.9004 -0.08 -0.42 -0.19 0.03
H -6.4605 -30.4415 4.2613 -0.07 -0.02 -0.03 0.07
H -6.2090 -31.5092 5.6332 0.06 -0.11 0.02 0.05
C -12.6409 -29.6935 3.6740 2.46 -2.07 0.98 -0.03
C -11.3921 -30.3437 3.5476 -1.15 1.38 -1.37 -0.38
C -10.6298 -30.0867 2.1924 -0.22 0.69 -0.72 -0.38
O -9.6998 -30.8109 1.8122 -0.29 -0.44 1.41 -0.02
C -11.0558 -28.9590 1.4182 0.34 -0.90 0.79 -0.02
C -12.1875 -28.1984 1.6856 1.39 1.11 -1.29 -0.43
C -13.0296 -28.6484 2.8498 -2.89 1.73 0.31 -0.40
O -14.0993 -28.0319 3.1146 0.87 -0.27 -0.43 -0.06
O -12.4353 -27.1495 1.0241 -0.72 -0.45 0.69 -0.10
O -10.8626 -31.0909 4.4158 0.37 -1.41 0.47 -0.31
H -13.2113 -29.9186 4.5669 -0.21 0.14 0.02 0.09
H -10.4180 -28.7130 0.5807 -0.12 0.04 -0.17 0.10
C -12.2887 -34.7146 0.9712 2.14 1.14 -0.30 -0.05
C -13.4218 -34.8598 0.1759 -1.74 -1.46 0.77 -0.41
C -13.4892 -34.2162 -1.2073 -1.13 0.35 -1.92 -0.43
O -14.5273 -34.3455 -1.9291 0.33 -0.37 1.00 -0.11
C -12.3925 -33.5142 -1.6893 1.70 -0.33 1.34 -0.03
C -11.1696 -33.3853 -0.9249 -0.86 0.00 0.14 -0.38
C -11.1349 -33.9882 0.5415 -1.92 -0.45 -0.39 -0.38
O -10.1308 -33.7827 1.2475 0.51 -0.34 0.82 -0.27
O -10.1603 -32.8064 -1.3026 0.46 -0.03 -0.35 -0.01
O -14.3824 -35.5672 0.5906 0.41 0.62 -0.63 -0.08
H -12.2876 -35.1884 1.9509 -0.02 -0.07 0.08 0.06
H -12.3746 -33.1538 -2.7074 -0.16 0.16 -0.04 0.08
C -7.1124 -31.4527 10.2770 0.52 -0.41 -0.76 -0.12
C -8.0250 -30.9475 9.1706 -0.68 1.25 0.22 -0.25
C -9.2226 -31.8829 8.9238 -0.15 -0.35 -0.28 -0.17
C -9.3996 -32.3148 7.5399 0.39 0.21 0.70 -0.18
N -9.5335 -32.6398 6.4567 0.00 -0.44 -0.08 0.05
H -6.2537 -30.7895 10.3834 -0.17 0.15 0.38 0.07
H -6.6722 -32.4084 9.9724 -0.10 -0.05 0.00 0.07
H -7.6272 -31.6376 11.2184 -0.02 0.30 0.09 0.07
H -7.4809 -30.6430 8.2760 0.11 -0.82 -0.21 0.11
H -8.4493 -29.9698 9.4290 0.01 -0.12 0.42 0.11
H -10.1969 -31.4675 9.1928 0.22 0.29 0.23 0.12
H -9.1007 -32.7761 9.5409 -0.04 -0.10 -0.11 0.11
```
Forces are in eV/Å.

Summary:
lowest unoccupied orbital energy	4.378	eV
multiplicity	1
DFT total energy	-40602.7037	eV
molar mass	541.7	g/mol
net charge	-3
highest occupied orbital energy	1.633	eV
HOMO-LUMO gap	2.74	eV

***

C19H18BrCoN3O2S | ωB97M-V/def2-TZVPD

Structure (XYZ):
```
45
Properties=species:S:1:pos:R:3:forces:R:3:mulliken_spin:R:1
Co 0.6607 -1.4657 0.9188 0.61 0.52 1.41 2.79
O -5.2173 -2.9127 1.0415 3.52 0.19 0.01 0.00
C -3.8977 -2.4691 0.9627 -1.69 -1.48 0.88 0.01
C -3.5851 -1.1565 0.5688 -0.57 0.03 -0.21 0.01
C -2.2697 -0.7884 0.5925 0.93 -0.21 0.22 0.01
N -1.2696 -1.6630 0.9736 -0.05 1.45 -0.83 0.03
C -1.5466 -2.9081 1.3122 -1.71 -0.57 0.67 0.00
Br -0.0801 -4.0208 1.8886 -0.34 0.92 -0.52 0.03
C -2.8501 -3.3568 1.3818 -0.64 0.23 -0.42 0.00
H -5.8252 -2.2225 0.7790 -0.41 0.41 -0.15 0.00
H -4.4168 -0.4863 0.2695 0.89 -0.30 0.24 0.00
H -1.9245 0.2282 0.3311 -0.33 -0.71 0.19 0.00
H -3.0408 -4.3565 1.7472 -0.35 0.03 -0.12 0.00
C -2.2196 3.0846 -4.1700 1.58 -0.70 0.10 0.03
C -1.1438 2.2357 -3.5024 -2.07 -0.54 -0.95 0.23
C 0.1100 2.8248 -3.2946 1.97 0.53 -0.56 0.16
C 1.2002 2.1442 -2.8089 -1.17 -0.03 -0.15 -0.01
C 0.9518 0.8708 -2.2921 -1.58 -1.97 -0.41 0.30
C -0.2871 0.1376 -2.5517 -0.59 0.92 -0.19 -0.02
C -1.3318 0.8005 -3.2163 1.82 0.12 0.76 0.19
S 2.2078 0.0273 -1.3589 0.58 -1.70 0.75 0.01
C 3.0553 -0.8355 -2.6624 1.00 -0.36 -1.15 0.05
O 1.5934 -1.2708 -0.7036 0.23 1.66 -1.26 0.06
H -1.9049 4.1246 -4.1799 0.11 -0.02 -0.36 0.00
H -3.1268 3.0722 -3.6037 -0.91 -0.44 0.32 0.03
H -2.4288 2.7037 -5.2060 0.10 0.22 0.75 0.04
H 0.3090 3.7953 -3.7408 -0.29 0.10 0.27 0.00
H 2.1860 2.5342 -2.9003 0.63 0.50 0.35 0.00
H -0.3495 -0.9255 -2.2240 -0.02 0.97 -0.40 0.00
H -2.2253 0.2899 -3.5656 0.06 0.09 0.24 0.00
H 2.3220 -1.4476 -3.1836 -0.11 -0.09 0.15 0.00
H 3.8690 -1.4696 -2.2645 -0.62 0.31 0.42 0.00
H 3.5617 -0.2173 -3.4043 -0.24 0.55 0.16 0.00
N 3.6259 1.9292 6.8098 0.33 0.22 0.45 0.00
C 3.3053 1.3407 5.8833 -0.42 -0.33 -0.48 0.00
C 2.7344 0.6974 4.7322 0.67 -0.55 -0.03 0.00
C 3.1872 -0.5537 4.2586 -1.37 0.49 -1.14 0.00
C 2.6145 -1.0218 3.0580 1.00 1.64 -0.04 0.00
N 1.6972 -0.2825 2.3295 -0.46 -2.34 0.91 0.05
C 1.1806 0.7966 2.9259 -0.66 1.05 -1.20 0.00
C 1.7365 1.3558 4.0334 -0.28 1.69 0.66 0.00
H 3.9767 -1.0961 4.7413 0.13 -0.20 0.19 0.00
H 3.1042 -1.8584 2.5560 -0.51 -0.01 0.13 0.00
H 0.3391 1.3915 2.4762 0.93 -1.04 -0.01 0.00
H 1.4124 2.4005 4.2623 0.29 -1.22 0.34 0.00
```
Forces are in eV/Å.

Summary:
lowest unoccupied orbital energy (alpha / beta)	-10.226 / -13.756	eV
multiplicity	5
DFT total energy	-147034.7092	eV
molar mass	491.3	g/mol
net charge	+3
<S²>	6.029
highest occupied orbital energy (alpha / beta)	-18.194 / -18.207	eV
HOMO-LUMO gap (alpha / beta)	7.97 / 4.45	eV

***

C19H18Cl2N2O3PdS2 | ωB97M-V/def2-TZVPD

Structure (XYZ):
```
47
Properties=species:S:1:pos:R:3:forces:R:3:mulliken_spin:R:1
Pd 0.5852 -0.5011 -0.4542 0.93 0.50 -0.48 1.31
Cl 3.1412 -0.4668 -0.1382 -0.11 0.15 0.00 0.12
C 3.4533 1.1708 0.3792 0.05 -0.14 -0.02 0.08
C 4.7629 1.5414 0.5091 -0.18 -0.04 0.00 0.00
C 5.0646 2.8400 0.9445 0.01 -0.02 -0.01 0.16
C 4.0625 3.7435 1.2448 -0.16 -0.03 0.00 -0.05
C 2.7379 3.3680 1.1090 -0.02 0.03 0.00 0.14
Cl 1.5249 4.5069 1.4834 0.01 0.00 0.00 0.04
C 2.3676 2.0527 0.6570 0.21 0.12 0.06 0.06
S 0.7252 1.6862 0.5037 -0.01 0.10 0.03 0.72
H 5.5543 0.8402 0.2866 0.01 -0.02 -0.01 0.01
H 6.0993 3.1351 1.0503 0.02 -0.01 0.00 0.01
H 4.2980 4.7413 1.5851 0.00 0.01 0.00 0.00
C -0.8538 3.1465 -4.1833 0.02 0.01 -0.09 0.00
C -1.2270 2.1545 -3.1348 -0.03 -0.04 0.04 0.09
C -1.0070 0.7901 -3.3221 0.02 -0.06 0.11 -0.04
C -1.3635 -0.1292 -2.3474 0.14 -0.33 0.16 0.06
C -1.9278 0.3334 -1.1458 -0.24 0.17 -0.30 0.10
C -2.1604 1.7041 -0.9390 0.11 -0.07 0.07 0.11
C -1.8151 2.5864 -1.9340 0.00 0.00 0.01 -0.01
S -2.3687 -0.8408 0.0626 -0.30 0.22 0.58 0.33
C -3.9111 -0.3767 0.8093 -0.02 0.01 -0.05 0.05
O -2.3798 -2.1920 -0.4534 0.00 -0.34 -0.25 0.24
H -0.6936 2.6663 -5.1456 0.01 0.02 -0.02 0.00
H 0.0714 3.6529 -3.8997 0.02 0.03 -0.01 0.01
H -1.6233 3.9099 -4.2907 0.00 0.01 0.00 0.00
H -0.5911 0.4306 -4.2537 0.01 0.01 -0.02 0.00
H -1.2585 -1.1977 -2.5170 -0.05 0.06 -0.05 0.00
H -2.5907 2.0750 -0.0189 -0.05 -0.02 0.02 0.00
H -2.0096 3.6413 -1.7947 0.00 0.04 0.02 0.00
H -4.6806 -0.3837 0.0383 -0.01 -0.01 -0.02 0.01
H -3.8065 0.6001 1.2739 0.05 0.03 0.02 0.00
H -4.0848 -1.1318 1.5723 0.00 -0.04 0.01 0.00
C -1.4301 -3.8478 3.5508 -0.03 0.04 0.07 0.00
N -0.5650 -3.5537 2.4060 -0.05 0.11 -0.09 0.02
C 0.1425 -4.5433 1.7836 0.04 0.00 -0.07 0.00
C 0.8397 -4.3498 0.6402 -0.02 0.00 0.09 0.02
C 0.8377 -3.0237 0.1251 0.00 0.08 -0.16 -0.02
O 1.2458 -2.6095 -0.9961 -0.11 -0.10 0.08 0.11
N 0.3111 -2.0345 0.9004 -0.55 -0.46 0.17 0.25
C -0.5868 -2.2815 1.8867 0.51 -0.07 -0.02 -0.02
O -1.3774 -1.4170 2.2837 -0.22 0.11 0.12 0.12
H -1.1344 -4.8079 3.9623 -0.03 0.00 0.02 0.00
H -2.4715 -3.8848 3.2357 0.00 0.00 0.04 0.00
H -1.3012 -3.0740 4.3031 -0.05 -0.04 -0.01 0.00
H 0.0628 -5.5119 2.2570 0.05 -0.04 -0.04 0.00
H 1.3315 -5.1580 0.1251 0.02 -0.01 -0.02 0.00
```
Forces are in eV/Å.

Summary:
lowest unoccupied orbital energy (alpha / beta)	-5.741 / -9.270	eV
multiplicity	5
DFT total energy	-79294.7528	eV
molar mass	563.8	g/mol
net charge	+2
<S²>	6.040
highest occupied orbital energy (alpha / beta)	-14.721 / -14.740	eV
HOMO-LUMO gap (alpha / beta)	8.98 / 5.47	eV

***

C19H18ClN5OS | ωB97M-V/def2-TZVPD

Structure (XYZ):
```
45
Properties=species:S:1:pos:R:3:forces:R:3:lowdin_charge:R:1
N -0.6438 -1.0870 2.0646 -0.12 -1.13 -0.13 0.10
N -0.1516 -1.9209 1.0075 0.67 0.08 -0.84 -0.12
C 0.7780 -2.9302 1.1649 -0.79 -0.41 -0.85 0.00
C 0.9360 -3.5124 -0.0896 -0.69 1.41 0.14 -0.24
C 1.8407 -4.5832 -0.4417 0.61 -0.35 -0.10 -0.19
C 2.5544 -5.2690 0.5666 0.02 -0.30 -0.93 -0.05
C 3.4382 -6.2652 0.2063 -0.04 -0.36 -1.17 -0.09
C 3.6567 -6.6178 -1.1576 -1.03 1.18 0.72 -0.08
C 2.9736 -5.8992 -2.1491 -0.21 0.27 0.40 -0.08
C 2.0565 -4.8813 -1.7952 0.05 -0.67 0.07 -0.03
N 0.1900 -2.8204 -1.0533 0.80 -0.71 1.66 0.11
C -0.4209 -1.8864 -0.3747 -0.19 0.14 1.35 -0.67
S -1.3801 -0.6658 -1.1378 -0.25 0.05 0.09 0.97
C -0.1586 0.6807 -0.9924 -0.39 1.20 -0.51 -0.36
C -0.7834 1.7668 -0.1374 0.23 0.01 1.75 -0.34
N -0.6157 1.6965 1.1780 -0.49 1.01 -0.61 0.13
C -1.3263 2.7850 1.7003 0.34 0.11 -0.10 -0.22
C -1.3691 3.2481 3.0194 -0.51 0.45 -0.14 -0.01
C -2.0597 4.4221 3.3409 -0.28 -0.02 -0.25 -0.10
C -2.7202 5.1520 2.3134 1.18 -1.28 0.02 -0.67
Cl -3.5241 6.6439 2.6915 0.01 -0.25 -0.12 0.66
C -2.6282 4.6981 1.0001 -0.37 -0.05 -0.51 -0.04
C -1.9503 3.5179 0.6743 0.80 -0.82 1.44 -0.15
N -1.6195 2.8131 -0.4807 -0.20 0.88 -1.52 0.03
C -1.8795 3.3558 -1.8396 2.19 -1.13 0.04 -0.08
C -0.7034 4.2069 -2.3850 -0.14 0.61 -0.03 -0.22
O 0.4268 3.3866 -2.6912 0.24 0.37 -0.06 -0.08
H 0.1200 -0.7883 2.6715 -0.01 -0.06 -0.65 0.09
H -1.1104 -0.2593 1.7020 0.39 -0.17 -0.31 0.04
H 1.1944 -3.2719 2.1054 -0.27 0.45 -0.07 0.12
H 2.4203 -5.1253 1.6338 -0.23 0.37 -0.20 0.10
H 3.9021 -6.7939 1.0178 0.39 -0.35 0.00 0.09
H 4.2697 -7.4507 -1.4358 0.40 -0.18 0.03 0.09
H 3.1500 -6.1273 -3.2061 -0.16 0.02 0.43 0.10
H 1.4156 -4.3722 -2.5416 0.75 -0.29 0.49 0.11
H 0.7509 0.3082 -0.4829 -0.63 0.31 -0.33 0.11
H 0.0838 1.0435 -2.0069 0.02 -0.15 0.56 0.07
H -0.8495 2.6726 3.7601 0.11 -0.05 0.43 0.10
H -2.1324 4.7907 4.3758 0.18 -0.29 -0.62 0.11
H -3.1165 5.2246 0.2141 -0.34 0.62 -0.38 0.09
H -2.0340 2.5049 -2.5166 -0.07 0.24 0.11 0.13
H -2.7550 3.9530 -1.8246 -0.88 0.47 0.16 0.11
H -0.3984 4.9629 -1.6425 -0.31 -0.20 -0.05 0.12
H -1.0807 4.7745 -3.2782 0.37 -0.60 0.51 0.13
H 1.2535 3.9194 -2.7478 -1.14 -0.44 0.11 0.11
```
Forces are in eV/Å.

Summary:
lowest unoccupied orbital energy	0.371	eV
multiplicity	1
DFT total energy	-52849.9731	eV
SMILES string	Nn1cc(-c2ccccc2)nc1SCc1nc2ccc(Cl)cc2n1CCO
molar mass	399.9	g/mol
highest occupied orbital energy	-7.605	eV
HOMO-LUMO gap	7.98	eV